Formula: C37H31Cl2O4PtS
Source: OMol25
Level of theory: ωB97M-V/def2-TZVPD

XYZ file:
```
76
C37H31Cl2O4PtS (ωB97M-V/def2-TZVPD)
Pt -0.402 -0.253 -0.409
C -1.634 -0.537 6.274
C -1.926 -1.347 5.023
C -2.726 -2.605 5.315
O -2.644 -0.562 4.084
C -1.716 -0.172 3.062
C -0.812 -1.396 3.005
O -0.691 -1.680 4.407
C 0.568 -1.298 2.316
O 0.367 -1.476 0.948
C 1.381 -2.539 2.754
C 1.436 -3.655 1.927
C 2.140 -4.788 2.314
C 2.798 -4.825 3.533
C 2.749 -3.713 4.363
C 2.049 -2.582 3.976
C 1.389 -0.047 2.634
C 1.364 0.602 3.866
C 2.169 1.708 4.106
C 3.024 2.177 3.121
C 3.074 1.521 1.899
C 2.269 0.419 1.661
C -2.395 0.342 1.785
O -1.356 0.816 0.984
C -3.296 -0.632 1.024
C -3.607 -0.309 -0.297
C -4.424 -1.125 -1.058
C -4.961 -2.283 -0.510
C -4.673 -2.606 0.805
C -3.850 -1.783 1.568
C -3.241 1.559 2.203
C -4.497 1.402 2.783
C -5.229 2.506 3.192
C -4.717 3.786 3.026
C -3.469 3.948 2.446
C -2.734 2.842 2.037
H -2.561 -0.320 6.805
H -1.161 0.406 6.000
H -0.966 -1.092 6.934
H -3.727 -2.342 5.659
H -2.228 -3.196 6.084
H -2.807 -3.207 4.410
H -1.133 0.686 3.409
H -1.313 -2.228 2.498
H 0.929 -3.617 0.973
H 2.174 -5.645 1.652
H 3.347 -5.709 3.834
H 3.263 -3.724 5.317
H 2.025 -1.723 4.631
H 0.715 0.237 4.650
H 2.124 2.201 5.069
H 3.648 3.043 3.305
H 3.739 1.873 1.119
H 2.301 -0.088 0.707
H -3.183 0.590 -0.728
H -4.635 -0.861 -2.087
H -5.597 -2.927 -1.105
H -5.090 -3.502 1.249
H -3.649 -2.039 2.597
H -4.905 0.408 2.911
H -6.206 2.365 3.640
H -5.290 4.648 3.345
H -3.059 4.941 2.306
H -1.763 2.955 1.576
Cl 1.587 1.938 -1.444
C 1.869 1.244 -3.010
C 2.817 1.888 -3.791
C 3.119 1.413 -5.054
C 2.464 0.289 -5.528
C 1.521 -0.338 -4.733
Cl 0.753 -1.743 -5.422
C 1.174 0.100 -3.444
S -0.103 -0.770 -2.582
H 3.309 2.764 -3.391
H 3.860 1.913 -5.663
H 2.674 -0.110 -6.510
```

The charge is -1. As for the lowest unoccupied orbital energy (spin up / spin down): 0.0918 / 0.0918 Eh. For the energy relative to the best compared isomer or geometry (same formula, charge and spin), the calculation gives 0.00 kJ/mol.

Formula: C4H15N2Si
Source: OMol25
Level of theory: ωB97M-V/def2-TZVPD

XYZ file:
```
22
C4H15N2Si (ωB97M-V/def2-TZVPD)
C -2.574 2.670 0.737
C 2.511 -2.880 -0.883
C -1.641 1.501 1.092
C -1.210 -0.697 0.139
N 1.170 -0.130 -0.894
N -1.529 0.526 0.022
Si 2.391 -1.131 -0.055
H -2.346 2.936 -0.376
H -3.642 2.537 0.854
H -2.241 3.608 1.284
H 2.912 -3.459 -0.029
H 1.531 -3.165 -1.263
H 3.277 -2.667 -1.757
H -1.928 1.081 2.020
H -0.677 2.016 1.235
H -1.185 -0.990 1.165
H -1.047 -1.431 -0.582
H 1.009 -0.252 -1.964
H -1.752 0.839 -0.860
H 1.363 0.867 -0.698
H 3.657 -0.580 -0.412
H 1.951 -1.199 1.226
```

The charge is +1. As for the lowest unoccupied orbital energy: -0.1652 Eh. For the energy relative to the best compared isomer or geometry (same formula, charge and spin), the calculation gives 177.61 kJ/mol.

Formula: C6H11N
Source: OMol25
Level of theory: ωB97M-V/def2-TZVPD

XYZ file:
```
18
C6H11N (ωB97M-V/def2-TZVPD)
C -1.886 -0.387 0.051
C -0.649 0.043 -0.611
C -0.038 1.246 0.103
C 1.345 0.523 0.466
C 0.690 -0.828 0.964
N 0.359 -1.076 -0.487
C 1.504 -0.305 -0.893
H -2.668 0.306 -0.250
H -2.312 -1.344 -0.309
H -2.013 -0.409 1.186
H -0.901 0.260 -1.709
H 0.080 2.045 -0.678
H -0.632 1.811 0.879
H 2.042 1.262 0.879
H 1.517 -1.552 1.329
H -0.062 -0.818 1.701
H 1.229 0.180 -1.770
H 2.396 -0.959 -0.850
```

The charge is 0. As for the lowest unoccupied orbital energy: 0.0418 Eh. As for the SMILES: C[C@H]1CC2CN1C2. For the energy relative to the best compared isomer or geometry (same formula, charge and spin), the calculation gives 265.14 kJ/mol.

Formula: C36H47NO6
Source: OMol25
Level of theory: ωB97M-V/def2-TZVPD

XYZ file:
```
90
C36H47NO6 (ωB97M-V/def2-TZVPD)
C 6.163 1.935 0.616
C 4.982 1.354 -0.156
O 3.897 1.014 0.692
C 3.084 0.033 0.047
C 1.680 0.037 0.611
C 0.807 -0.865 -0.275
C -0.336 -1.553 0.503
C -1.739 -1.254 -0.028
C -2.215 0.192 0.019
C -3.482 0.213 -0.930
N -4.683 0.813 -0.355
C -4.738 2.282 -0.503
O -1.362 1.167 -0.612
C -1.364 2.349 0.027
O -0.778 3.256 -0.300
O -2.178 2.227 1.111
C -2.344 0.867 1.379
O -3.448 0.543 2.129
O -1.228 0.618 2.238
H 6.676 2.671 0.003
H 6.889 1.154 0.825
H 5.858 2.373 1.561
H 4.653 2.084 -0.903
H 5.328 0.447 -0.659
H 3.562 -0.944 0.189
H 3.062 0.260 -1.023
H 1.312 1.056 0.654
H 1.740 -0.408 1.603
H 1.475 -1.637 -0.662
H 0.459 -0.316 -1.144
H -0.200 -1.358 1.560
H -0.186 -2.626 0.380
H -1.754 -1.579 -1.065
H -2.486 -1.867 0.471
H -3.246 0.708 -1.876
H -3.745 -0.806 -1.198
H -5.508 0.430 -0.792
H -5.697 2.657 -0.846
H -3.906 2.627 -1.118
H -4.562 2.705 0.485
H -3.443 1.203 2.841
H -1.503 -0.137 2.776
C -0.076 0.165 7.481
C -1.200 0.054 8.289
C -2.441 0.451 7.812
C -2.559 0.963 6.528
C -1.433 1.082 5.722
C -0.193 0.682 6.198
H 0.891 -0.150 7.852
H -1.108 -0.343 9.293
H -3.318 0.362 8.442
H -3.528 1.271 6.154
H -1.522 1.487 4.722
H 0.684 0.773 5.569
C -5.132 -0.015 -6.275
C -6.142 0.841 -5.862
C -5.841 1.929 -5.054
C -4.531 2.162 -4.658
C -3.522 1.300 -5.064
C -3.823 0.212 -5.873
H -5.364 -0.861 -6.909
H -7.164 0.661 -6.169
H -6.630 2.599 -4.734
H -4.300 3.014 -4.030
H -2.499 1.472 -4.751
H -3.036 -0.461 -6.190
C 4.255 0.390 -5.720
C 5.299 1.103 -6.293
C 5.622 2.366 -5.817
C 4.898 2.919 -4.769
C 3.848 2.210 -4.202
C 3.528 0.945 -4.675
H 4.007 -0.598 -6.087
H 5.862 0.673 -7.112
H 6.438 2.921 -6.262
H 5.151 3.903 -4.396
H 3.279 2.643 -3.388
H 2.710 0.391 -4.230
C 2.231 -4.030 2.500
C 3.047 -5.107 2.185
C 2.763 -6.366 2.697
C 1.665 -6.545 3.527
C 0.854 -5.466 3.848
C 1.136 -4.208 3.334
H 2.450 -3.048 2.095
H 3.905 -4.966 1.539
H 3.397 -7.207 2.449
H 1.442 -7.527 3.924
H 0.001 -5.605 4.501
H 0.503 -3.366 3.583
```

The charge is 0. As for the lowest unoccupied orbital energy: 0.0190 Eh. As for the SMILES: CCOCCCCC[C@]1(CNC)OC(=O)OC1(O)O.c1ccccc1.c1ccccc1.c1ccccc1.c1ccccc1.

Formula: C2H3N3O
Source: OMol25
Level of theory: ωB97M-V/def2-TZVPD

XYZ file:
```
9
C2H3N3O (ωB97M-V/def2-TZVPD)
C -0.834 -0.183 -0.015
C 1.073 0.599 -0.076
H -2.615 0.773 0.151
H 1.872 1.353 0.057
H 2.003 -1.219 0.016
N -0.173 0.852 0.003
N 1.075 -0.698 -0.086
N -0.078 -1.255 0.038
O -2.323 -0.223 -0.088
```

The charge is 0. As for the lowest unoccupied orbital energy: 0.0278 Eh. For the energy relative to the best compared isomer or geometry (same formula, charge and spin), the calculation gives 196.92 kJ/mol.

Formula: C21H14Br2ClF6N2O8S2Ti
Source: OMol25
Level of theory: ωB97M-V/def2-TZVPD

XYZ file:
```
57
C21H14Br2ClF6N2O8S2Ti (ωB97M-V/def2-TZVPD)
Ti 0.172 -0.336 0.020
C -2.485 -0.029 -2.413
C -2.820 -0.891 -1.239
C -4.057 -1.584 -1.215
C -4.434 -2.305 -0.126
C -3.597 -2.335 1.011
C -3.876 -2.982 2.240
Br -5.485 -3.972 2.444
C -3.005 -2.899 3.286
C -1.813 -2.165 3.171
Br -0.655 -2.051 4.650
C -1.474 -1.519 2.000
O -0.413 -0.786 1.815
C -2.388 -1.635 0.911
N -1.997 -0.962 -0.213
H -3.025 -0.359 -3.299
H -1.418 -0.024 -2.600
H -2.776 0.999 -2.186
H -4.696 -1.525 -2.086
H -5.375 -2.840 -0.112
H -3.226 -3.394 4.221
F -0.148 -1.653 -4.360
C 0.781 -0.763 -4.547
F 0.148 0.380 -4.539
F 0.455 -0.461 -1.809
S 1.631 -2.936 -0.991
O 0.613 -2.172 -0.026
O 1.785 -4.265 -0.430
N 3.034 -2.071 -0.594
S 3.236 -0.896 0.312
O 2.019 0.019 0.452
O 3.925 -1.037 1.556
C 4.292 0.239 -0.686
F 4.485 1.391 -0.042
F 3.720 0.502 -1.859
F 5.481 -0.326 -0.907
C 1.034 6.508 -1.406
C 1.453 5.267 -2.143
C 2.608 5.250 -2.917
C 2.975 4.105 -3.603
Cl 4.432 4.131 -4.562
C 2.212 2.954 -3.544
C 1.060 2.959 -2.774
C 0.690 4.100 -2.079
O -0.495 4.121 -1.365
C -0.369 3.812 0.012
C -0.289 2.328 0.346
O -0.517 1.482 -0.607
O 0.010 1.979 1.478
H 1.537 7.384 -1.813
H 1.284 6.441 -0.345
H -0.043 6.655 -1.478
H 3.220 6.140 -2.992
H 2.515 2.065 -4.079
H 0.443 2.077 -2.684
H -1.258 4.212 0.501
H 0.507 4.294 0.453
```

The charge is -1. As for the lowest unoccupied orbital energy: 0.0555 Eh. For the energy relative to the best compared isomer or geometry (same formula, charge and spin), the calculation gives 146.13 kJ/mol.